# C6H14N3

An isolated ion of composition C6H14N3 and charge +1 at a distorted geometry (wB97M-V/def2-TZVPD, the Open Molecules 2025 dataset).

Values from the calculation:
LUMO (spin up / spin down)	-0.147 / -0.147	Eh
charge	+1
energy above the lowest of the compared OMol25 structures with the same formula, charge and spin	651.8	kJ/mol
orbital gap (spin up / spin down)	6.80 / 6.80	eV
electronic energy	-10906.3789	eV

Each line ends with the Löwdin charge.
CARTESIAN COORDINATES (ANGSTROEM)
1 C 0.0927 -1.6913 -1.1492  -0.08
2 C 0.4283 -0.7536 -2.2042  -0.13
3 C 1.0698 0.5747 -0.0844  0.10
4 C -1.5653 0.2311 -1.0035  -0.13
5 C -0.0627 -0.1505 -0.8982  -0.42
6 C 0.9101 -0.1341 3.4741  -0.03
7 N 1.0078 0.5973 1.2382  0.03
8 N 0.2154 0.0091 2.2024  -0.03
9 N -1.6450 1.3074 -2.0973  0.06
10 H -0.8733 -2.2633 -1.0290  0.13
11 H 0.9569 -2.1866 -0.7619  0.10
12 H 1.4741 -0.8229 -2.2232  0.10
13 H -0.0348 -0.5800 -3.0859  0.08
14 H 1.7725 1.0712 -0.6878  0.13
15 H -1.8388 0.6668 -0.0422  0.04
16 H 1.6665 -0.9484 3.4414  0.12
17 H 1.2029 0.8867 3.6203  0.09
18 H 0.2404 -0.3501 4.2181  0.07
19 H 1.6040 1.3958 1.6961  0.22
20 H -0.2561 -0.7692 1.8592  0.12
21 H -2.6418 1.1870 -2.6619  0.23
22 H -0.8456 0.8380 -2.6096  0.11
23 H -1.4794 2.2662 -2.0058  0.10



# C5H15N2O

A 2-piece molecular cluster, C5H15N2O overall (wB97M-V/def2-TZVPD, the Open Molecules 2025 dataset).

Values from the calculation:
LUMO	-0.094	Eh
charge	+1
energy above the lowest of the compared OMol25 structures with the same formula, charge and spin	8.8	kJ/mol
orbital gap	11.15	eV
electronic energy	-10450.4695	eV

Each line ends with the Löwdin charge.
CARTESIAN COORDINATES (ANGSTROEM)
1 C 1.6888 1.9697 -0.3564  -0.06
2 C 2.1312 0.8041 0.5036  -0.19
3 N 1.5537 -0.4759 -0.0113  -0.02
4 C 1.9610 -1.6995 0.7562  0.01
5 H 0.6179 2.1486 -0.2709  0.08
6 H 2.2051 2.8727 -0.0390  0.09
7 H 1.9426 1.8062 -1.4046  0.09
8 H 3.2136 0.6870 0.5144  0.13
9 H 1.8014 0.9129 1.5344  0.13
10 H 1.8473 -0.5831 -0.9801  0.17
11 H 0.5141 -0.4248 -0.0126  0.10
12 H 2.6562 -2.2850 0.1686  0.10
13 H 1.0691 -2.2774 0.9754  0.09
14 H 2.4059 -1.3935 1.6977  0.10
15 C -2.0667 -1.2896 -0.6113  -0.32
16 N -3.1146 -0.4867 -0.7550  0.00
17 C -3.3016 0.7365 0.0169  -0.04
18 O -1.0730 -1.0385 0.0758  -0.04
19 H -2.1385 -2.2298 -1.1696  0.15
20 H -3.9065 -0.8697 -1.2483  0.15
21 H -3.7803 0.5161 0.9686  0.10
22 H -3.9016 1.4303 -0.5603  0.09
23 H -2.3251 1.1691 0.2079  0.08



# C26H51BrCdF3O8Si

C26H51BrCdF3O8Si as an isolated structure (wB97M-V/def2-TZVPD, the Open Molecules 2025 dataset).

Values from the calculation:
LUMO	-0.066	Eh
charge	+1
energy above the lowest of the compared OMol25 structures with the same formula, charge and spin	0.0	kJ/mol
orbital gap	10.24	eV
electronic energy	-134803.5797	eV

Each line ends with the Löwdin charge.
CARTESIAN COORDINATES (ANGSTROEM)
1 Cd 1.1013 -1.4942 -0.4389  1.48
2 C 3.5916 0.2333 1.3675  -0.16
3 C 2.7555 -0.5919 2.3108  -0.18
4 O 2.5231 -1.8405 1.6578  -0.21
5 C 2.1343 -2.8998 2.5255  -0.16
6 C 0.6751 -2.7960 2.9086  -0.17
7 O -0.0429 -2.6692 1.6958  -0.28
8 C -1.3752 -3.1450 1.7214  -0.18
9 C -1.9994 -2.8008 0.3736  -0.18
10 O -1.0641 -2.8596 -0.6917  -0.22
11 C -0.7393 -4.1608 -1.1785  -0.15
12 C 0.4529 -4.7604 -0.4551  -0.15
13 O 1.5993 -3.9086 -0.5164  -0.22
14 C 2.4822 -4.2046 -1.6048  -0.16
15 C 3.7059 -3.3441 -1.4476  -0.16
16 O 3.3073 -1.9824 -1.4563  -0.21
17 C 4.3973 -1.0864 -1.2805  -0.16
18 C 3.8369 0.2941 -1.0053  -0.16
19 O 2.9378 0.2646 0.1053  -0.24
20 H 4.5808 -0.2209 1.2715  0.13
21 H 3.7134 1.2500 1.7546  0.14
22 H 1.8079 -0.0942 2.5323  0.08
23 H 3.2993 -0.7482 3.2471  0.14
24 H 2.7718 -2.9112 3.4143  0.14
25 H 2.2986 -3.8138 1.9568  0.13
26 H 0.4708 -1.9329 3.5526  0.13
27 H 0.3768 -3.7001 3.4498  0.14
28 H -1.9518 -2.6632 2.5192  0.14
29 H -1.3729 -4.2243 1.9150  0.13
30 H -2.3567 -1.7732 0.3810  0.07
31 H -2.8494 -3.4594 0.1744  0.14
32 H -0.5193 -4.0324 -2.2360  0.12
33 H -1.6024 -4.8264 -1.0775  0.14
34 H 0.6916 -5.7360 -0.8876  0.14
35 H 0.2416 -4.9069 0.6026  0.12
36 H 1.9856 -4.0032 -2.5554  0.13
37 H 2.7770 -5.2568 -1.5580  0.14
38 H 4.3986 -3.5439 -2.2716  0.15
39 H 4.2121 -3.5645 -0.5000  0.14
40 H 5.0147 -1.0614 -2.1843  0.15
41 H 5.0221 -1.4425 -0.4530  0.13
42 H 3.2523 0.6430 -1.8522  0.12
43 H 4.6514 0.9990 -0.8172  0.14
44 F 2.0718 -0.1431 -4.9309  0.16
45 C 0.8495 -0.5601 -4.5663  -0.55
46 F 0.5102 -1.5774 -5.3521  0.17
47 F -0.0107 0.4408 -4.7840  0.16
48 C 0.8628 -0.9484 -3.0744  -0.57
49 O 0.6502 -2.1257 -2.7512  -0.02
50 O 1.1195 -0.0254 -2.2677  -0.07
51 C -1.3262 2.3377 -2.4645  -0.09
52 C -2.3486 2.0037 -1.3681  -0.61
53 C -2.8063 0.5578 -1.6148  -0.10
54 C -3.5547 2.9455 -1.5628  -0.08
55 Si -1.6219 2.2692 0.3798  0.60
56 Br -0.4627 0.2788 0.8865  0.64
57 C -0.2750 3.6140 0.5151  -0.62
58 C -0.8133 4.9441 -0.0500  -0.08
59 C 0.1222 3.8447 1.9789  -0.10
60 C 1.0024 3.2434 -0.2582  -0.10
61 C -2.9052 2.2411 1.8107  -0.63
62 C -2.3217 1.8934 3.1891  -0.12
63 C -3.5589 3.6327 1.9295  -0.08
64 C -4.0047 1.2055 1.5321  -0.10
65 H -1.7829 2.1174 -3.4336  0.09
66 H -0.4219 1.7354 -2.3902  0.05
67 H -1.0552 3.3920 -2.4726  0.07
68 H -3.2344 0.5024 -2.6198  0.10
69 H -3.5687 0.2188 -0.9148  0.06
70 H -1.9701 -0.1436 -1.5796  0.05
71 H -3.8999 2.8557 -2.5969  0.10
72 H -3.2991 3.9944 -1.4013  0.08
73 H -4.3978 2.6989 -0.9200  0.06
74 H -1.6930 5.3071 0.4808  0.07
75 H -1.0604 4.8756 -1.1083  0.06
76 H -0.0373 5.7088 0.0503  0.10
77 H -0.6910 4.2635 2.5697  0.07
78 H 0.9455 4.5639 2.0093  0.09
79 H 0.4643 2.9284 2.4668  0.07
80 H 0.8634 3.2776 -1.3356  0.07
81 H 1.3829 2.2519 -0.0040  0.03
82 H 1.7768 3.9747 -0.0069  0.09
83 H -1.6197 2.6378 3.5562  0.06
84 H -1.8269 0.9214 3.2064  0.04
85 H -3.1492 1.8496 3.9030  0.09
86 H -2.8455 4.3920 2.2484  0.07
87 H -4.3432 3.5916 2.6912  0.09
88 H -4.0256 3.9699 1.0044  0.07
89 H -3.5988 0.1938 1.4513  0.06
90 H -4.5757 1.4141 0.6303  0.06
91 H -4.7088 1.2102 2.3691  0.09



# C3H6NO

An isolated ion of composition C3H6NO and charge +1 at a distorted geometry (wB97M-V/def2-TZVPD, the Open Molecules 2025 dataset).

Values from the calculation:
LUMO	-0.172	Eh
SMILES	[NH3+]/C=C/C=O
charge	+1
energy above the lowest of the compared OMol25 structures with the same formula, charge and spin	229.2	kJ/mol
orbital gap	9.66	eV
electronic energy	-6735.6012	eV

Each line ends with the Löwdin charge.
CARTESIAN COORDINATES (ANGSTROEM)
1 C -0.8929 0.7025 0.2563  0.03
2 C -2.2454 0.3644 -0.1077  -0.21
3 C -0.2726 -0.3580 -0.1574  -0.07
4 N 1.2089 -0.4182 0.1604  0.20
5 O -2.4056 -0.8333 -0.1653  0.06
6 H -0.4894 1.5571 0.5869  0.10
7 H -3.1793 1.0084 -0.2991  0.17
8 H -0.3982 -1.0933 -0.8942  0.13
9 H 1.7836 -0.0209 -0.6528  0.21
10 H 1.4117 -1.5287 0.0753  0.25
11 H 1.3033 -0.0628 1.0587  0.12